# 1
This record from the OMol25 dataset describes C34H75N3SbSi5Tl as an isolated structure. The level of theory is ωB97M-V/def2-TZVPD.

Computed properties:
* Kohn-Sham gap: 6.2 eV
* lowest unoccupied orbital energy: -0.0458 hartree
* total energy: -3364.95459 a.u.
* spin multiplicity: 1

Last column: Löwdin charge in e.
Cartesian coordinates (Å):
Tl1 -0.6759 1.1143 0.2716  0.504
N1 1.2554 -0.0810 -0.5473  0.054
C1 2.3944 -0.3199 -0.5122  -0.207
C2 3.7447 -0.5717 -0.4440  -0.284
C3 4.5091 -0.6294 -1.6266  -0.256
N2 5.1182 -0.6504 -2.6062  0.134
C4 4.3512 -0.6767 0.8233  -0.252
N3 4.8235 -0.7337 1.8760  0.150
C5 -2.2746 -0.1956 5.6056  -0.160
C6 -0.8928 -0.7837 5.3428  -0.541
C7 -0.0294 -0.7340 6.5942  -0.137
Sb1 -0.0371 0.1791 3.5296  1.468
C8 1.5074 -1.3023 3.0059  -0.561
C9 2.1274 -2.0600 4.1684  -0.142
C10 0.8794 -2.2802 2.0159  -0.177
C11 1.1287 1.8748 4.3400  -0.566
C12 2.4712 1.4783 4.9350  -0.141
C13 0.2843 2.6966 5.3067  -0.157
H1 -2.7614 -0.7265 6.4278  0.081
H2 -2.9140 -0.2799 4.7273  0.037
H3 -2.2080 0.8586 5.8792  0.068
H4 -1.0099 -1.8278 5.0365  0.078
H5 0.0589 0.2819 6.9755  0.057
H6 0.9691 -1.1266 6.4145  0.049
H7 -0.4891 -1.3389 7.3811  0.083
H8 2.2870 -0.7312 2.4982  0.037
H9 1.3836 -2.6771 4.6762  0.071
H10 2.5953 -1.3884 4.8867  0.055
H11 2.9081 -2.7221 3.7855  0.082
H12 0.0699 -2.8452 2.4865  0.067
H13 1.6328 -2.9934 1.6715  0.088
H14 0.4816 -1.7671 1.1396  0.016
H15 1.2997 2.4791 3.4447  0.033
H16 2.3410 0.8651 5.8273  0.064
H17 3.0332 2.3721 5.2223  0.082
H18 3.0738 0.9267 4.2123  0.059
H19 0.0944 2.1580 6.2336  0.051
H20 -0.6776 2.9610 4.8636  0.052
H21 0.8046 3.6225 5.5646  0.081
C14 0.9076 2.0768 -3.4570  -0.208
Si1 0.3054 3.7378 -2.7630  0.350
C15 -1.4866 3.9844 -3.3525  -0.208
C16 1.2878 5.1966 -3.4829  -0.215
Si2 0.6248 3.7512 -0.4046  0.424
Si3 2.9577 3.6840 0.0921  0.372
C17 3.9838 3.0292 -1.3549  -0.195
C18 3.3365 2.6210 1.6114  -0.212
C19 3.4813 5.4703 0.4748  -0.222
Si4 -0.6564 5.3835 0.7643  0.355
C20 0.1375 7.0960 0.5730  -0.218
C21 -2.4455 5.5244 0.1329  -0.201
C22 -0.7716 4.9531 2.6111  -0.223
H22 0.4297 1.8318 -4.4068  0.033
H23 0.6916 1.2647 -2.7602  -0.016
H24 1.9861 2.0810 -3.6185  0.027
H25 -1.5550 3.8556 -4.4339  0.036
H26 -1.8429 4.9879 -3.1196  0.018
H27 -2.1736 3.2714 -2.8944  -0.002
H28 1.3470 5.1437 -4.5706  0.033
H29 2.3076 5.2257 -3.0987  0.008
H30 0.8148 6.1443 -3.2225  0.023
H31 3.7120 2.0010 -1.5949  0.002
H32 5.0470 3.0293 -1.1103  0.043
H33 3.8555 3.6204 -2.2621  0.017
H34 2.7492 1.7002 1.5958  0.001
H35 3.1096 3.1465 2.5391  0.020
H36 4.3864 2.3276 1.6459  0.042
H37 3.1989 6.1521 -0.3286  0.022
H38 4.5608 5.5498 0.6097  0.032
H39 3.0105 5.8267 1.3915  0.015
H40 0.2826 7.3463 -0.4788  0.023
H41 1.1128 7.1449 1.0557  0.007
H42 -0.4829 7.8779 1.0131  0.030
H43 -2.5232 5.2630 -0.9225  0.002
H44 -2.8281 6.5391 0.2474  0.033
H45 -3.1098 4.8585 0.6839  0.012
H46 0.2130 4.9315 3.0807  0.022
H47 -1.2210 3.9670 2.7471  0.008
H48 -1.3824 5.6728 3.1583  0.037
C23 -4.2121 -1.6812 -2.5838  -0.087
C24 -2.9447 -1.0126 -2.0413  -0.632
C25 -2.6519 0.2304 -2.8929  -0.112
C26 -1.7507 -1.9549 -2.2579  -0.100
Si5 -3.1021 -0.5499 -0.1380  0.860
C27 -3.6314 -2.0912 0.9637  -0.608
C28 -5.1288 -2.4146 0.8653  -0.084
C29 -2.8518 -3.3474 0.5500  -0.104
C30 -3.3002 -1.8391 2.4407  -0.120
C31 -4.2613 1.0230 0.2173  -0.629
C32 -4.0312 1.5147 1.6546  -0.113
C33 -5.7607 0.7478 0.0344  -0.087
C34 -3.9081 2.2044 -0.6997  -0.136
H49 -4.0953 -1.8824 -3.6520  0.090
H50 -5.0858 -1.0393 -2.4616  0.069
H51 -4.4074 -2.6309 -2.0863  0.066
H52 -2.3890 -0.0809 -3.9070  0.095
H53 -1.8083 0.7976 -2.4883  0.038
H54 -3.5158 0.8859 -2.9669  0.065
H55 -1.6544 -2.1815 -3.3230  0.091
H56 -1.8620 -2.8989 -1.7334  0.053
H57 -0.8203 -1.4892 -1.9255  0.060
H58 -5.4801 -2.4410 -0.1660  0.069
H59 -5.7272 -1.6892 1.4122  0.063
H60 -5.3151 -3.3956 1.3106  0.092
H61 -3.1689 -3.7078 -0.4276  0.068
H62 -3.0479 -4.1481 1.2683  0.089
H63 -1.7760 -3.1663 0.5337  0.072
H64 -3.9227 -1.0514 2.8600  0.050
H65 -2.2518 -1.5611 2.5704  0.026
H66 -3.4920 -2.7452 3.0223  0.096
H67 -4.2795 0.7578 2.3950  0.056
H68 -4.6630 2.3859 1.8486  0.092
H69 -2.9911 1.8142 1.8104  0.029
H70 -6.1571 0.1395 0.8438  0.061
H71 -5.9686 0.2407 -0.9081  0.069
H72 -6.3087 1.6941 0.0364  0.089
H73 -2.8314 2.3503 -0.8083  0.004
H74 -4.3194 3.1244 -0.2773  0.079
H75 -4.3418 2.0837 -1.6900  0.073


# 2
This record from the OMol25 dataset describes C25H34Br4Cl2F9MgN3O6PS as an isolated structure. The level of theory is ωB97M-V/def2-TZVPD.

Computed properties:
* total charge: +1
* Kohn-Sham gap: 1.2 eV
* lowest unoccupied orbital energy: -0.3312 hartree
* total energy: -14642.43583 a.u.
* spin multiplicity: 1

Last column: Löwdin charge in e.
Cartesian coordinates (Å):
C1 -3.8818 -2.8934 0.8516  -0.124
C2 -3.3390 -3.2307 -0.6951  -0.312
N1 -3.1818 -1.8907 -1.3710  -0.079
C3 -2.6147 -1.9807 -2.7681  -0.634
Br1 -2.3892 -3.8582 -3.4664  0.736
O1 -1.3832 -1.2125 -2.9997  -0.191
C4 -0.2554 -1.7299 -2.1551  -0.222
C5 0.8226 -2.3740 -3.2068  -0.069
C6 1.9255 -3.3915 -2.5614  -0.206
O2 2.4246 -4.2469 -3.6890  -0.079
C7 1.3647 -4.4230 -1.4221  -0.178
F1 1.1755 -3.8091 -0.0691  -0.007
F2 2.4500 -5.4567 -1.2285  0.010
F3 0.1506 -5.1836 -1.7950  -0.009
C8 0.3107 -0.3634 -1.3735  -0.604
S1 1.8909 -0.6388 -0.4140  0.848
C9 -0.8138 0.1814 -0.2616  -0.075
C10 -0.7798 -0.6783 1.1490  -0.230
O3 -0.8118 -2.0092 1.2541  -0.008
C11 -0.7421 0.1866 2.5695  -0.046
C12 -2.1711 0.5702 3.2855  -0.085
C13 -2.2192 1.4637 4.6636  -0.097
C14 -0.8232 2.0153 5.3961  0.011
C15 0.6309 1.5905 4.7042  0.040
C16 0.6425 0.6847 3.3042  0.039
O4 0.3798 0.6809 -2.4132  -0.235
C17 1.3539 1.7323 -2.0824  -0.168
H1 -3.5560 -1.8055 1.1616  0.053
H2 -5.0454 -3.0073 0.9479  0.080
H3 -3.4037 -3.6773 1.6096  0.049
H4 -2.3318 -3.8252 -0.5317  0.112
H5 -4.2032 -3.9107 -1.1597  0.116
H6 -4.1299 -1.4536 -1.4122  0.125
H7 -3.4372 -1.4880 -3.4811  0.133
H8 -0.6082 -2.4561 -1.3094  0.133
H9 0.3252 -2.9137 -4.1393  0.117
H10 1.4352 -1.4629 -3.6743  0.148
H11 2.8580 -2.7664 -2.2090  0.161
H12 1.6242 -4.7045 -4.1277  0.129
H13 2.1177 0.5069 0.4090  -0.067
H14 -1.8826 0.3129 -0.7197  0.121
H15 -0.4429 1.2821 0.0143  0.120
H16 -3.1544 0.1770 2.7676  0.109
H17 -3.2206 1.7855 5.1849  -0.028
H18 -0.8665 2.6794 6.3644  0.105
H19 1.6361 1.9545 5.1927  0.111
H20 1.6999 0.4162 2.8607  0.105
H21 2.4681 1.4387 -2.3941  0.096
H22 1.0867 2.6602 -2.7842  0.108
H23 1.2962 2.1366 -0.9852  0.075
N2 4.4302 3.4928 -2.6312  0.108
C18 4.2516 4.6073 -1.8887  -0.097
C19 4.6516 5.8722 -2.2890  -0.167
C20 5.2767 6.0046 -3.5244  -0.172
C21 5.4765 4.8749 -4.3112  -0.023
C22 5.0383 3.6530 -3.8266  -0.080
H24 3.7624 4.4518 -0.9316  0.123
H25 4.4802 6.7331 -1.6528  0.005
H26 5.6053 6.9799 -3.8714  0.002
H27 5.9610 4.9446 -5.2785  0.125
H28 5.1679 2.7426 -4.4051  0.128
Mg1 4.5024 8.3447 -2.9131  1.003
C23 -3.0335 1.9292 -3.2828  0.042
N3 -4.3765 2.5388 -3.0860  -0.424
O5 -5.3199 1.7705 -2.8651  0.052
O6 -4.4456 3.7711 -3.1589  0.050
H29 -3.1212 0.8444 -3.1923  0.069
H30 -2.6890 2.2062 -4.2813  0.109
H31 -2.3738 2.3287 -2.5099  0.096
C24 -2.3185 -3.5586 4.8986  -1.545
Br2 -2.4216 -1.6178 4.9842  0.767
Br3 -1.5718 -4.3162 6.5274  0.620
Br4 -4.0353 -4.3557 4.4503  0.601
H32 -1.6287 -3.8065 4.0852  -0.012
F4 3.3879 -3.3762 2.7383  -0.115
P1 4.5235 -3.3843 1.6718  -0.012
F5 4.3588 -1.8374 1.5744  -0.171
F6 5.7565 -4.2899 1.3724  -0.107
F7 4.4842 -3.0422 0.1506  -0.155
F8 3.6222 -4.6174 1.3590  -0.110
F9 5.5359 -3.1406 2.8313  -0.114
C25 -4.7463 4.4032 6.5907  -0.985
Cl1 -4.9086 2.6722 6.2705  0.568
Cl2 -3.4713 5.1174 5.5961  0.509
H33 -5.6940 4.8975 6.3632  0.037
H34 -4.4984 4.5483 7.6450  0.036


# 3
This record from the OMol25 dataset describes C8H11FN2O3S as an isolated structure. The level of theory is ωB97M-V/def2-TZVPD.

Computed properties:
* Kohn-Sham gap (alpha / beta): 6.9 / 6.9 eV
* lowest unoccupied orbital energy (alpha / beta): -0.0444 / -0.0445 hartree
* total energy: -1144.44515 a.u.
* spin multiplicity: 1

Last column: Löwdin charge in e.
Cartesian coordinates (Å):
C1 2.0844 2.5752 0.1638  -0.128
C2 0.2221 1.1321 1.7603  -0.065
C3 1.3658 2.6320 2.3430  -0.225
C4 2.3903 1.1388 0.0988  -0.030
C5 -1.0734 -1.9295 0.8030  -0.074
C6 -2.0003 -1.5567 -0.3208  -0.068
C7 0.9256 0.2967 0.6921  -0.304
C8 -0.4882 -1.2863 -0.4089  -0.271
N1 1.8865 3.1154 1.3363  0.148
N2 -0.7426 2.7850 -0.3576  -0.045
O1 -2.2354 1.1685 0.7661  -0.334
O2 -1.3345 3.2751 1.9766  -0.331
O3 -0.0498 0.0657 -0.2653  -0.156
F1 1.2556 3.0085 3.5861  0.162
S1 -1.1883 2.1255 1.1276  0.613
H1 1.9226 3.1665 -0.7827  0.138
H2 2.6937 0.8560 -0.8790  0.084
H3 3.1080 0.7790 0.9351  0.144
H4 -1.2352 -1.2427 1.6177  0.108
H5 -0.9059 -2.9530 0.8556  0.085
H6 -2.3480 -2.2831 -0.9808  0.081
H7 -2.5282 -0.6405 -0.1595  0.069
H8 1.3094 -0.6397 1.0611  0.129
H9 -0.0066 -1.7903 -1.2684  0.152
H10 -1.2131 2.3066 -1.0773  0.051
H11 -0.8369 3.7745 -0.4462  0.068


# 4
This record from the OMol25 dataset describes a 3-piece molecular cluster, C4H14NO3 overall. The level of theory is ωB97M-V/def2-TZVPD.

Computed properties:
* Kohn-Sham gap (alpha / beta): 3.6 / 7.7 eV
* lowest unoccupied orbital energy (alpha / beta): 0.0030 / 0.0012 hartree
* <S²>: 0.7528
* total energy: -441.06374 a.u.
* spin multiplicity: 2

Last column: Mulliken spin population.
Cartesian coordinates (Å):
O1 1.2265 -2.7889 0.3862  0.251
C1 0.1951 -2.2389 0.1220  0.392
C2 0.2395 -1.0599 -0.8251  0.092
N1 1.5427 -0.3757 -0.4440  0.282
C3 1.3932 0.4256 0.7756  0.107
C4 0.4083 1.5425 0.6520  0.037
H1 -0.7695 -2.5427 0.6583  -0.009
H2 0.3361 -1.5076 -1.9132  0.077
H3 -0.7309 -0.4291 -0.8359  0.030
H4 1.9526 0.2257 -1.1979  -0.139
H5 2.1577 -1.1666 -0.3904  -0.058
H6 2.2558 0.8056 1.3326  0.000
H7 0.9693 -0.4329 1.3783  -0.046
H8 0.4748 1.9062 1.6799  0.005
H9 -0.6919 1.3869 0.4576  -0.003
H10 0.4433 2.2884 -0.1718  -0.016
H11 -2.6155 0.5932 0.9529  -0.009
H12 -2.8172 0.1992 2.3528  0.000
O2 -2.4767 -0.2265 1.4277  0.015
H13 -1.5524 1.4365 -1.5848  0.005
H14 -1.0828 0.8827 -2.8846  0.002
O3 -0.8581 1.0764 -1.9283  -0.015


# 5
This record from the OMol25 dataset describes a 2-piece molecular cluster, CH9N4P overall. The level of theory is ωB97M-V/def2-TZVPD.

Computed properties:
* Kohn-Sham gap (alpha / beta): 7.6 / 7.4 eV
* lowest unoccupied orbital energy (alpha / beta): 0.0284 / 0.0289 hartree
* total energy: -603.74941 a.u.
* spin multiplicity: 1

Last column: Löwdin charge in e.
Cartesian coordinates (Å):
C1 -0.4788 -1.5487 -0.2123  -0.374
N1 2.7026 0.2475 0.0719  -0.147
N2 -2.0963 0.8558 0.8604  -0.052
N3 1.5327 0.9550 0.1500  -0.217
N4 -1.6962 0.8359 -0.5006  -0.429
P1 -0.3606 0.0361 -1.1541  0.868
H1 -0.3036 -1.4088 0.8532  0.020
H2 0.2649 -2.2376 -0.6105  0.013
H3 -1.4722 -1.9656 -0.3890  0.027
H4 2.5679 -0.6962 0.4101  0.055
H5 3.2145 0.2679 -0.8046  0.062
H6 -1.3298 1.1728 1.4559  0.067
H7 -2.3288 -0.0961 1.1324  0.054
H8 1.6486 1.8365 -0.3486  0.004
H9 -1.8648 1.7456 -0.9142  0.049


# 6
This record from the OMol25 dataset describes an isolated ion of composition C4H9ClN3O2 and charge +1. The level of theory is ωB97M-V/def2-TZVPD.

Computed properties:
* total charge: +1
* Kohn-Sham gap: 9.8 eV
* lowest unoccupied orbital energy: -0.1404 hartree
* total energy: -932.42323 a.u.
* spin multiplicity: 1

Last column: Löwdin charge in e.
Cartesian coordinates (Å):
C1 -1.1171 -1.4054 0.7662  -0.001
C2 0.1754 -0.7754 0.5461  -0.172
N1 0.9179 -0.9816 -0.5106  0.050
C3 2.0505 -0.0400 -0.8510  -0.617
Cl1 3.0200 0.1625 0.6247  0.717
N2 1.5987 1.2569 -1.2397  0.061
C4 0.4341 1.8508 -0.8325  -0.446
O1 0.0309 2.8765 -1.5419  0.194
N3 -0.0628 1.4692 0.3014  0.018
O2 -1.1501 2.2557 0.7042  -0.055
H1 -1.6821 -0.8438 1.4374  0.083
H2 -0.7661 -2.3632 1.1459  0.126
H3 -1.6795 -1.5429 -0.1120  0.088
H4 0.7060 -0.5692 1.5262  0.141
H5 0.7332 -1.5501 -1.3636  0.194
H6 2.6308 -0.3337 -1.6777  0.112
H7 1.9763 1.5973 -2.1645  0.195
H8 -0.8490 3.0090 -1.2063  0.119
H9 -0.8999 2.6722 1.6374  0.193


Looking at relative energy (zero: lowest compared OMol25 entry of this formula, charge and spin) for the records above, in order, we have 23.4, 382.2, 165.7, 104.9, 86.5, 2.8 kcal per mole.
Looking at strongest force on any atom for the records above, in order, we have 1.22, 8.42, 7.22, 8.73, 3.07, 3.23 eV/Å.